10 unconnected molecules or ions with the total composition C48H126N10O14 in a non-equilibrium geometry, computed with wB97M-V/def2-TZVPD.

Positions of all 198 atoms, in Å:
C -0.42280 2.91374 -9.88244
O -0.39353 1.86982 -8.88288
C -0.09099 0.56831 -9.31353
C -0.46239 -0.50294 -8.24458
N 0.16185 -0.15826 -6.99651
C -0.30641 -1.12784 -6.00613
C 0.38534 -0.79393 -4.68667
O -0.10534 0.49595 -4.16750
C -1.46727 0.75387 -3.93672
H 0.54426 3.19108 -10.30194
H -0.85100 3.86269 -9.55961
H -1.09861 2.50767 -10.63510
H 0.97680 0.50129 -9.52191
H -0.62645 0.27439 -10.21630
H -0.05326 -1.45631 -8.57894
H -1.54423 -0.49037 -8.11209
H -0.07683 0.75609 -6.64000
H 0.03926 -2.10078 -6.35540
H -1.38840 -1.15766 -5.87763
H 1.46777 -0.75613 -4.80928
H 0.06026 -1.56382 -3.98689
H -2.16711 0.51695 -4.73809
H -1.66058 1.81249 -3.76336
H -1.72277 0.22239 -3.02002
C -3.92338 -8.37706 8.79867
O -3.34806 -7.17252 8.43327
C -4.35041 -6.24190 8.02312
C -3.70199 -4.86484 7.83267
N -2.89025 -4.79791 6.59205
C -2.07079 -3.58429 6.56637
C -1.19969 -3.75369 5.30392
O -0.28973 -2.71697 5.26166
C -0.88093 -1.40290 5.12063
H -4.55804 -8.79328 8.01632
H -4.54468 -8.28523 9.68953
H -3.07327 -9.00502 9.06529
H -5.14200 -6.07686 8.75405
H -4.93103 -6.60188 7.17377
H -3.03898 -4.73636 8.68824
H -4.47381 -4.09525 7.82137
H -2.42582 -5.68743 6.47737
H -1.34150 -3.52186 7.37404
H -2.69883 -2.69342 6.56145
H -1.83949 -3.69341 4.42351
H -0.71891 -4.73186 5.31599
H -1.43925 -0.95948 5.94509
H -1.47460 -1.44492 4.20745
H -0.08649 -0.70471 4.85700
C 4.29822 8.94029 -0.94022
O 3.92582 7.65662 -0.55387
C 2.88386 7.67624 0.40541
C 2.67355 6.21854 0.88081
N 2.01069 5.37147 -0.09320
C 0.59776 5.21044 0.10066
C -0.02773 4.50302 -1.10453
O -0.43770 5.40483 -2.03021
C -0.98137 4.95647 -3.20457
H 5.09142 8.90261 -1.68690
H 4.75126 9.47476 -0.10524
H 3.45741 9.55890 -1.25400
H 1.98033 8.12752 -0.00458
H 3.18448 8.26094 1.27481
H 2.20390 6.07252 1.85355
H 3.66169 5.76569 0.96219
H 2.10529 5.72557 -1.03435
H 0.15404 6.18435 0.30734
H 0.44014 4.62756 1.00813
H -0.86133 3.93354 -0.69357
H 0.61345 3.74265 -1.55042
H -2.02798 4.68236 -3.07200
H -0.46797 4.10991 -3.66049
H -1.01099 5.72958 -3.97238
C -0.94652 2.42080 6.00046
O -1.79222 2.80265 4.94944
C -2.57314 1.76252 4.41938
C -3.54244 2.22144 3.37698
N -4.39635 1.11171 2.98131
C -5.18290 1.41070 1.81651
C -6.71499 1.06001 1.96973
O -7.28881 1.83096 2.97255
C -8.66396 1.54609 3.29371
H -1.55855 2.21433 6.87846
H -0.35940 3.32225 6.17593
H -0.26373 1.61322 5.73641
H -3.13257 1.29989 5.23246
H -1.81893 1.08432 4.02024
H -3.01029 2.56768 2.49096
H -4.08799 3.01824 3.88254
H -5.03475 0.95122 3.74733
H -4.81715 0.89913 0.92621
H -5.15926 2.47134 1.56635
H -6.86113 0.00171 2.18593
H -7.19484 1.13756 0.99411
H -9.36399 1.68150 2.46926
H -8.79941 2.23421 4.12813
H -8.67087 0.57204 3.78287
C -2.29882 -3.99119 -1.35797
C -3.00375 -2.84658 -2.09352
C -3.29197 -3.20511 -3.59092
O -2.06450 -3.45405 -4.37674
C -2.32352 -3.93535 -5.64987
N -4.28222 -2.61281 -1.43554
H -2.17498 -3.68142 -0.32028
H -1.33898 -4.14072 -1.85237
H -3.01140 -4.81588 -1.37292
H -2.39188 -1.96166 -1.91851
H -3.68982 -2.30065 -4.05110
H -4.11095 -3.89797 -3.78409
H -3.03217 -3.24730 -6.11085
H -2.86647 -4.87544 -5.55217
H -1.43996 -4.02958 -6.28117
H -4.85058 -3.44062 -1.32689
H -4.84019 -2.03479 -2.04764
C 2.98363 -4.16341 4.81534
C 3.41825 -2.74382 4.93845
C 3.34182 -1.90884 3.61371
O 4.20198 -2.50669 2.62549
C 3.99094 -1.97681 1.32396
N 2.46383 -2.13565 5.91349
H 3.56264 -4.79872 4.14510
H 1.94302 -4.26171 4.50622
H 3.16485 -4.68943 5.75266
H 4.40078 -2.75633 5.41023
H 3.64762 -0.87173 3.75150
H 2.28455 -1.92417 3.34903
H 2.92035 -1.85208 1.16150
H 4.34929 -2.65314 0.54790
H 4.62098 -1.09675 1.19500
H 1.53924 -2.24360 5.52160
H 2.34905 -2.65681 6.77099
C 2.94025 3.78207 -3.70111
C 3.16198 2.39688 -4.32468
C 4.00240 2.39279 -5.64008
O 3.30203 3.01726 -6.71595
C 2.09077 2.41858 -7.17770
N 3.99972 1.65221 -3.40691
H 3.72870 4.48972 -3.95741
H 2.91510 3.81822 -2.61200
H 1.96954 4.16948 -4.01052
H 2.25547 1.80066 -4.42891
H 4.25931 1.40349 -6.01876
H 4.91050 2.98963 -5.55501
H 1.33502 2.43828 -6.39249
H 2.24212 1.39591 -7.52318
H 1.71783 3.09998 -7.94236
H 3.54294 1.56580 -2.51026
H 4.03442 0.71709 -3.78697
C -2.53583 0.77086 -0.10724
C -1.56712 -0.08552 0.67008
C -0.28801 0.59493 1.14471
O 0.36467 1.43626 0.11370
C 0.83339 0.74174 -1.06597
N -2.31676 -0.70695 1.76680
H -3.40059 0.20282 -0.45018
H -2.06483 1.09528 -1.03515
H -2.81986 1.70586 0.37568
H -1.17988 -0.90909 0.07018
H 0.42979 -0.05283 1.64797
H -0.54864 1.28620 1.94616
H 0.05428 0.09970 -1.47691
H 1.61409 0.06798 -0.71292
H 1.00576 1.39162 -1.92391
H -2.79717 0.04181 2.24500
H -3.05099 -1.31684 1.43658
C 4.57833 2.03118 2.47209
C 3.08068 2.02116 2.06684
C 2.13069 2.76172 3.04959
O 2.32943 4.17775 3.13184
C 1.54883 4.75189 4.15248
N 2.92882 2.45671 0.67950
H 4.76001 1.48373 3.39696
H 4.97291 3.02790 2.66947
H 5.17357 1.60472 1.66468
H 2.79669 0.96929 2.09872
H 2.34777 2.23535 3.97906
H 1.08350 2.47996 2.93964
H 0.50727 4.55861 3.89579
H 1.68985 5.82836 4.24950
H 1.71493 4.43402 5.18178
H 2.00503 2.19637 0.36494
H 2.85003 3.46350 0.69563
C 4.74718 -5.62418 -4.04953
C 4.77763 -5.34206 -2.52750
C 3.39819 -4.93788 -1.88711
O 2.98245 -3.69139 -2.45116
C 1.70424 -3.22365 -2.02444
N 5.22846 -6.59911 -1.88582
H 4.31162 -4.76344 -4.55698
H 4.10600 -6.46713 -4.30725
H 5.70518 -5.82648 -4.52851
H 5.50113 -4.54803 -2.34268
H 3.45077 -4.88676 -0.79958
H 2.64477 -5.69229 -2.11364
H 0.89994 -3.84357 -2.42055
H 1.48327 -2.18178 -2.25631
H 1.55648 -3.22707 -0.94451
H 6.15229 -6.72584 -2.27387
H 4.80110 -7.37013 -2.37875

Summary:
Charge: 0
Energy: -3504.90621 Ha
2S+1: 1
Structure (SMILES): COC[C@H](C)N.COC[C@H](C)N.COC[C@H](C)N.COC[C@H](C)N.COC[C@H](C)N.COC[C@H](C)N.COCCNCCOC.COCCNCCOC.COCCNCCOC.COCCNCCOC
Orbital gap: 8.41 eV
ΔE to the lowest compared entry with this formula, charge and spin: 545.3 kJ/mol